Formula: C32H76ClNO13S
Source: the Open Molecules 2025 dataset
Level of theory: the ωB97M-V functional and the def2-TZVPD basis

Summary:
- SMILES string: NCCO[C@H](CCCCS(=O)(=O)Cl)COc1ccccc1.CCO.CCO.CCO.CCO.CCO.CCO.CCO.CCO.CCO
- Spin multiplicity: 1
- Net charge: 0
- Relative energy (zero: lowest compared OMol25 entry of this formula, charge and spin): 0.0 kJ/mol
- HOMO: -8.6 eV

Geometry (Å):
N (0.5808, -1.1052, 4.5467)
C (0.7839, -2.2947, 3.7179)
C (0.8741, -2.0713, 2.2124)
O (2.2290, -1.9512, 1.7957)
C (2.5045, -0.8733, 0.9167)
C (3.9803, -0.9522, 0.5003)
C (4.5725, -2.3629, 0.5035)
C (5.1431, -2.8220, 1.8434)
C (6.3615, -2.0108, 2.2885)
S (7.8865, -2.8108, 1.8897)
O (7.8100, -3.4766, 0.6257)
O (8.9886, -1.9542, 2.1858)
Cl (7.8980, -4.3217, 3.2988)
C (2.1824, 0.4798, 1.5605)
O (1.0008, 1.0128, 0.9685)
C (0.8001, 2.3619, 1.1301)
C (0.4508, 3.0940, 0.0024)
C (0.2042, 4.4496, 0.1124)
C (0.3195, 5.0807, 1.3426)
C (0.6642, 4.3465, 2.4619)
C (0.8995, 2.9769, 2.3614)
H (0.0559, -0.3946, 4.0514)
H (1.4687, -0.7017, 4.8135)
H (0.0134, -3.0379, 3.9368)
H (1.7379, -2.7415, 4.0129)
H (0.3007, -1.1877, 1.9139)
H (0.4331, -2.9336, 1.6964)
H (1.8885, -0.9423, 0.0112)
H (4.5672, -0.3119, 1.1657)
H (4.0696, -0.5569, -0.5137)
H (5.3888, -2.3847, -0.2212)
H (3.8380, -3.0928, 0.1546)
H (5.4043, -3.8816, 1.7722)
H (4.3868, -2.7578, 2.6271)
H (6.4536, -1.0275, 1.8256)
H (6.3655, -1.9010, 3.3743)
H (3.0042, 1.1946, 1.4620)
H (2.0174, 0.3116, 2.6314)
H (0.3589, 2.5997, -0.9582)
H (-0.0724, 5.0393, -0.7511)
H (0.1325, 6.1433, 1.4279)
H (0.7417, 4.8286, 3.4276)
H (1.1480, 2.4011, 3.2451)
C (6.6198, -2.8246, 7.2787)
C (5.2697, -3.0035, 6.6120)
O (5.3529, -2.8979, 5.1921)
H (7.0485, -1.8575, 7.0151)
H (6.5293, -2.8831, 8.3640)
H (7.3176, -3.5993, 6.9528)
H (4.5779, -2.2229, 6.9256)
H (4.8307, -3.9683, 6.8860)
H (5.9483, -3.5866, 4.8743)
C (-4.4585, 4.7584, -1.5746)
C (-3.7308, 4.4803, -0.2768)
O (-2.7955, 5.4917, 0.0892)
H (-3.7486, 4.8870, -2.3945)
H (-5.1311, 3.9400, -1.8209)
H (-5.0535, 5.6715, -1.5004)
H (-3.1377, 3.5685, -0.3568)
H (-4.4563, 4.3377, 0.5321)
H (-3.2661, 6.3247, 0.1911)
C (-7.6612, 2.6018, -3.8872)
C (-8.1052, 3.2243, -2.5775)
O (-7.6892, 4.5809, -2.4396)
H (-6.5790, 2.6593, -3.9930)
H (-7.9630, 1.5536, -3.9357)
H (-8.1182, 3.1246, -4.7327)
H (-7.6533, 2.7023, -1.7339)
H (-9.1939, 3.1550, -2.4721)
H (-8.0631, 5.0920, -3.1635)
C (5.8797, -1.3650, -4.3717)
C (6.4921, -0.5568, -3.2433)
O (6.5730, -1.2967, -2.0296)
H (4.8832, -1.7098, -4.0939)
H (5.8027, -0.7696, -5.2825)
H (6.4892, -2.2446, -4.5913)
H (5.8755, 0.3129, -3.0176)
H (7.4865, -0.1987, -3.5302)
H (7.1286, -2.0685, -2.1819)
C (-3.5327, 0.3921, -1.6464)
C (-4.5512, 0.5708, -2.7551)
O (-4.5977, 1.9323, -3.1996)
H (-3.7605, 1.0487, -0.8049)
H (-3.5089, -0.6351, -1.2851)
H (-2.5339, 0.6527, -2.0085)
H (-5.5561, 0.3344, -2.4051)
H (-4.3135, -0.0909, -3.5879)
H (-3.7166, 2.1620, -3.5109)
C (-2.1079, -0.4276, 2.8056)
C (-3.3002, -1.3107, 2.4921)
O (-3.3031, -1.7412, 1.1302)
H (-2.0971, 0.4436, 2.1499)
H (-2.1369, -0.0866, 3.8410)
H (-1.1729, -0.9735, 2.6539)
H (-4.2316, -0.7632, 2.6283)
H (-3.3170, -2.1794, 3.1591)
H (-2.4912, -2.2367, 0.9744)
C (-4.2450, -3.6190, -6.2675)
C (-4.1580, -2.2393, -5.6442)
O (-3.6992, -2.2810, -4.2957)
H (-4.9054, -4.2579, -5.6813)
H (-4.6258, -3.5631, -7.2880)
H (-3.2608, -4.0924, -6.2977)
H (-5.1428, -1.7747, -5.6033)
H (-3.5066, -1.5920, -6.2419)
H (-2.8221, -2.6765, -4.2917)
C (-6.3589, -4.6459, 1.7934)
C (-4.9573, -5.1764, 1.5547)
O (-4.3338, -4.5683, 0.4324)
H (-6.9774, -4.8027, 0.9094)
H (-6.8285, -5.1445, 2.6428)
H (-6.3335, -3.5731, 1.9981)
H (-4.9839, -6.2444, 1.3395)
H (-4.3420, -5.0330, 2.4515)
H (-4.2862, -3.6201, 0.6050)
C (2.8849, 6.0578, -3.4150)
C (2.6874, 4.5562, -3.4949)
O (1.3113, 4.1897, -3.4724)
H (2.4214, 6.4517, -2.5102)
H (3.9454, 6.3128, -3.4043)
H (2.4248, 6.5551, -4.2724)
H (3.1345, 4.0659, -2.6309)
H (3.1667, 4.1573, -4.3958)
H (0.8824, 4.5930, -4.2334)

Here are the Löwdin charges for atoms 1 to 6, given in e: 0.01, -0.24, -0.20, -0.12, -0.29, -0.12

=====

Formula: C32H76F12N3O6P4
Source: the Open Molecules 2025 dataset
Level of theory: the ωB97M-V functional and the def2-TZVPD basis

Summary:
- Spin multiplicity: 1
- Net charge: -1
- HOMO: -3.4 eV

Geometry (Å):
N (-1.3047, -3.6506, -0.4462)
H (-0.4747, -3.7143, -1.0463)
H (-1.2991, -2.7374, 0.0058)
H (-1.3286, -4.3663, 0.2909)
H (-2.1956, -3.7631, -0.9740)
N (-1.7624, -7.0137, 2.9027)
O (-2.5317, -7.9980, 3.1122)
O (-1.5185, -6.6855, 1.7217)
O (-1.2570, -6.4110, 3.8694)
N (1.9561, -3.9535, -1.1954)
O (1.1403, -3.3061, -1.9080)
O (3.1318, -4.1064, -1.5725)
O (1.5993, -4.3341, -0.0693)
C (2.2810, 0.2639, -5.2813)
C (3.7470, -0.2414, -5.0701)
C (4.2677, 0.0750, -3.6581)
C (3.4590, -0.6026, -2.5144)
P (4.3080, -0.7209, -0.8988)
C (5.8191, -1.6543, -1.2005)
C (6.3611, -2.3262, 0.0713)
C (7.6653, -3.1340, -0.0940)
C (7.4384, -4.4664, -0.7949)
C (4.5608, 0.9846, -0.3920)
C (5.7896, 1.1613, 0.5071)
C (5.9355, 2.5916, 1.0359)
C (5.0223, 2.9049, 2.2293)
C (3.1305, -1.4846, 0.2985)
C (1.7767, -0.7706, 0.4289)
C (0.8551, -1.4532, 1.4552)
C (1.3384, -1.2796, 2.8956)
H (2.3663, 1.3339, -5.0704)
H (1.4866, -0.1789, -4.6900)
H (2.1444, 0.1428, -6.3551)
H (4.3955, 0.1176, -5.8645)
H (3.6839, -1.3324, -5.1093)
H (4.3228, 1.1583, -3.5315)
H (5.2747, -0.3278, -3.5243)
H (3.0392, -1.5805, -2.7700)
H (2.5839, -0.0037, -2.2371)
H (6.4277, -1.0152, -1.8446)
H (5.5107, -2.4987, -1.8263)
H (5.5309, -2.9887, 0.3297)
H (6.5019, -1.6147, 0.8865)
H (8.1658, -3.2996, 0.8597)
H (8.3853, -2.5398, -0.6687)
H (6.6655, -4.5010, -1.5629)
H (6.9394, -5.0568, -0.0152)
H (8.3434, -5.0196, -1.0330)
H (3.6449, 1.2162, 0.1516)
H (4.8185, 1.6437, -1.2203)
H (6.6709, 1.0110, -0.1188)
H (5.7629, 0.4638, 1.3459)
H (5.6831, 3.4152, 0.3586)
H (6.9776, 2.8128, 1.2746)
H (4.0400, 2.4703, 2.0228)
H (4.8412, 3.9231, 2.5748)
H (5.3792, 2.4386, 3.1538)
H (3.6109, -1.2299, 1.2555)
H (3.0387, -2.5719, 0.2900)
H (1.2263, -0.8362, -0.5128)
H (1.9700, 0.2394, 0.7945)
H (0.7280, -2.5293, 1.3030)
H (-0.1887, -1.1552, 1.3396)
H (0.5496, -0.7384, 3.4236)
H (2.2476, -0.7271, 3.1628)
H (1.5515, -2.2278, 3.3907)
C (-7.8773, 0.4870, 0.3835)
C (-7.3153, 1.6081, -0.4727)
C (-6.2348, 2.4550, 0.2016)
C (-5.0978, 1.6703, 0.9249)
P (-3.4804, 2.5087, 0.7317)
C (-2.9409, 1.9843, -0.9975)
C (-3.0654, 0.4865, -1.2523)
C (-2.5573, -0.0763, -2.5618)
C (-1.0198, -0.1074, -2.7614)
C (-3.6318, 4.3364, 0.6298)
C (-2.3229, 5.0303, 0.2933)
C (-2.5797, 6.5563, 0.0911)
C (-1.1759, 7.2006, -0.0374)
C (-2.2514, 1.8066, 1.8548)
C (-2.5418, 1.9571, 3.3433)
C (-2.0320, 3.2483, 3.9765)
C (-0.5356, 3.0526, 4.4293)
H (-7.1925, -0.0182, 1.0607)
H (-8.4354, -0.2414, -0.2056)
H (-8.6824, 0.8912, 1.0105)
H (-8.0484, 2.2517, -0.9617)
H (-6.8705, 1.1204, -1.3495)
H (-6.7276, 3.1490, 0.8846)
H (-5.7696, 3.0014, -0.6241)
H (-5.1076, 0.6052, 0.6819)
H (-5.4968, 1.5422, 1.9362)
H (-1.9022, 2.3257, -1.0423)
H (-3.5002, 2.6482, -1.6657)
H (-4.0675, 0.0868, -1.0672)
H (-2.6563, 0.0602, -0.3248)
H (-3.1082, 0.4360, -3.3580)
H (-2.9748, -1.0818, -2.6413)
H (-0.8140, -0.3480, -3.8029)
H (-0.6366, -0.7847, -2.0002)
H (-0.5261, 0.8631, -2.6405)
H (-4.0421, 4.6384, 1.5999)
H (-4.4255, 4.5401, -0.0878)
H (-1.9858, 4.4532, -0.5717)
H (-1.5420, 4.9178, 1.0445)
H (-3.0515, 6.9539, 0.9902)
H (-3.1631, 6.9059, -0.7596)
H (-0.5645, 6.8254, -0.8583)
H (-0.5638, 6.9120, 0.8229)
H (-1.2349, 8.2882, -0.0144)
H (-1.3112, 2.3004, 1.5584)
H (-1.9446, 0.8232, 1.4862)
H (-1.9716, 1.1765, 3.8487)
H (-3.5905, 1.7826, 3.5860)
H (-2.5974, 3.5081, 4.8699)
H (-2.1058, 4.0749, 3.2624)
H (-0.5409, 2.3223, 5.2417)
H (-0.3668, 3.9617, 5.0135)
H (0.1890, 2.7646, 3.6754)
P (-4.0731, -4.1882, -2.6513)
F (-4.3271, -5.2869, -1.5414)
F (-2.5072, -4.6566, -2.7852)
F (-4.4132, -5.2453, -3.8311)
F (-3.7788, -3.0315, -3.7816)
F (-5.6269, -3.7418, -2.6223)
F (-3.6112, -3.1088, -1.5233)
P (-2.8764, -2.1556, 2.5744)
F (-2.0736, -1.5564, 1.2276)
F (-3.7868, -0.7388, 2.5605)
F (-4.0090, -2.8206, 1.6527)
F (-3.5711, -2.6144, 3.9325)
F (-1.9560, -3.4483, 2.3460)
F (-1.6302, -1.4884, 3.3960)

Here are the Löwdin charges for atoms 1 to 6, given in e: 0.30, 0.07, 0.07, 0.13, 0.07, -0.65

=====

- Number 2 is which compound?
  C32H76F12N3O6P4

=====

- Which of these has the lowest HOMO?
  C32H76ClNO13S

=====

- Number 1 is which compound?
  C32H76ClNO13S